[1]
# C32H56B3Cl2NO18

A 6-piece molecular cluster, C32H56B3Cl2NO18 overall (the ωB97M-V functional and the def2-TZVPD basis, the OMol25 dataset).

Calculated values
LUMO level: 0.21 eV
Max |F|: 0.88 eV Å⁻¹
Calculated total energy: -3657.33494 a.u.
HOMO-LUMO gap: 9.28 eV
SMILES string: CCCCCCCB1OB(CNC)OB([C@@H](Cl)[C@@H](C)Cl)O1.C[C@@H]1COC(=O)O1.C[C@@H]1COC(=O)O1.C[C@@H]1COC(=O)O1.C[C@@H]1COC(=O)O1.C[C@@H]1COC(=O)O1

Cartesian coordinates (Å):
C1 1.7451 0.1532 -0.9037
C2 0.9686 -0.6927 -1.9297
C3 1.0016 -0.1909 -3.3859
C4 1.0204 1.3307 -3.5746
C5 -0.2275 2.0423 -3.0003
C6 0.1161 3.3554 -2.2900
C7 -1.1024 4.1769 -1.7924
B1 -2.3181 3.2749 -1.4242
O1 -2.5960 2.8898 -0.1144
B2 -3.5205 1.8676 0.0028
C8 -4.6669 1.7996 1.0720
N1 -6.0273 1.7517 0.4800
C9 -6.4372 0.4168 0.0251
O2 -3.4461 0.8522 -0.9666
B3 -3.4331 1.3785 -2.2368
C10 -3.7112 0.5210 -3.5404
Cl1 -3.7105 -1.2113 -3.1369
C11 -5.0001 1.0707 -4.2313
C12 -4.6225 2.1416 -5.2644
Cl2 -5.9913 -0.1994 -4.9897
O3 -3.1699 2.7351 -2.4074
H1 2.2250 -0.5067 -0.1722
H2 1.0787 0.8049 -0.3314
H3 2.5394 0.7535 -1.3497
H4 1.3154 -1.7287 -1.9049
H5 -0.0831 -0.7279 -1.6137
H6 1.8519 -0.6480 -3.9024
H7 0.1022 -0.5764 -3.8857
H8 1.9323 1.7788 -3.1693
H9 1.0377 1.5031 -4.6581
H10 -0.9455 2.2260 -3.8120
H11 -0.7177 1.3374 -2.3082
H12 0.6683 3.9713 -3.0117
H13 0.8284 3.1666 -1.4800
H14 -1.3835 4.9212 -2.5439
H15 -0.7994 4.7316 -0.8968
H16 -4.5323 0.8612 1.6299
H17 -4.6284 2.5990 1.8168
H18 -6.0381 2.3612 -0.3293
H19 -6.0203 -0.3560 0.6723
H20 -6.1230 0.1724 -0.9993
H21 -7.5267 0.3400 0.0592
H22 -2.8648 0.6877 -4.2165
H23 -5.6116 1.5567 -3.4640
H24 -5.4221 2.2830 -5.9931
H25 -4.4486 3.0913 -4.7497
H26 -3.7003 1.8843 -5.7917
C13 6.6344 3.4246 -3.9956
C14 5.1483 3.4233 -3.7422
C15 4.4790 4.7808 -3.8128
O4 3.3991 4.6421 -2.8816
C16 3.7440 3.6907 -1.9822
O5 3.1452 3.4527 -0.9856
O6 4.8571 3.0394 -2.3850
H27 7.1533 3.9597 -3.1999
H28 7.0233 2.4078 -4.0228
H29 6.8548 3.9038 -4.9499
H30 4.6436 2.7098 -4.3993
H31 4.0884 5.0238 -4.7976
H32 5.1362 5.5839 -3.4701
C17 3.3569 -3.9112 1.7283
C18 4.0440 -4.0401 0.3968
C19 5.0980 -2.9901 0.1145
O7 5.0326 -2.8618 -1.3163
C20 3.7954 -3.2280 -1.7095
O8 3.3455 -3.0565 -2.7968
O9 3.1241 -3.8074 -0.6909
H33 2.7583 -2.9996 1.7636
H34 2.6814 -4.7508 1.8999
H35 4.0762 -3.8727 2.5406
H36 4.4554 -5.0444 0.2652
H37 6.0987 -3.2857 0.4161
H38 4.8511 -2.0257 0.5637
C21 3.8599 -4.7732 7.9957
C22 3.9109 -3.6513 6.9902
C23 2.7902 -3.6462 5.9722
O10 3.4172 -3.0622 4.8208
C24 4.7493 -3.2975 4.9147
O11 5.5321 -3.1173 4.0367
O12 5.0641 -3.7746 6.1351
H39 4.0166 -5.7321 7.5012
H40 4.6381 -4.6548 8.7482
H41 2.8928 -4.7861 8.4987
H42 3.9797 -2.6827 7.4923
H43 1.9362 -3.0442 6.2708
H44 2.4556 -4.6537 5.7139
C25 -0.1728 -4.4199 -3.1381
C26 -1.0411 -4.5223 -1.9098
C27 -0.4659 -3.8849 -0.6644
O13 -1.0175 -4.6973 0.3827
C28 -1.2887 -5.9175 -0.1370
O14 -1.5768 -6.8737 0.5047
O15 -1.1835 -5.8929 -1.4846
H45 0.7403 -5.0009 -3.0077
H46 -0.6949 -4.8072 -4.0127
H47 0.0982 -3.3804 -3.3270
H48 -2.0437 -4.1352 -2.1132
H49 -0.7665 -2.8492 -0.5302
H50 0.6219 -3.9573 -0.6295
C29 -3.0255 2.8971 4.9259
C30 -4.4057 2.7733 5.5200
C31 -5.1219 4.0848 5.7688
O16 -5.9380 3.7811 6.9041
C32 -5.3518 2.7643 7.5825
O17 -5.6724 2.3989 8.6626
O18 -4.3455 2.2291 6.8500
H51 -2.3423 3.3650 5.6351
H52 -2.6209 1.9145 4.6850
H53 -3.0527 3.4900 4.0109
H54 -5.0278 2.1049 4.9180
H55 -5.7464 4.4043 4.9384
H56 -4.4304 4.8874 6.0380

Löwdin atomic charge list, values in e, 99 entries: number 1, C, carries -0.071; number 2, C, carries -0.247; number 3, C, carries -0.200; number 4, C, carries -0.188; number 5, C, carries -0.185; number 6, C, carries -0.177; number 7, C, carries -0.039; number 8, B, carries -0.497; number 9, O, carries 0.312; number 10, B, carries -0.480; number 11, C, carries -0.097; number 12, N, carries -0.101; number 13, C, carries -0.113; number 14, O, carries 0.267; number 15, B, carries -0.656; number 16, C, carries -0.577; number 17, Cl, carries 0.641; number 18, C, carries -0.745; number 19, C, carries -0.109; number 20, Cl, carries 0.608; number 21, O, carries 0.266; number 22, H, carries 0.061; number 23, H, carries 0.075; number 24, H, carries 0.062; number 25, H, carries 0.067; number 26, H, carries 0.089; number 27, H, carries 0.108; number 28, H, carries 0.106; number 29, H, carries 0.087; number 30, H, carries 0.112; number 31, H, carries 0.121; number 32, H, carries 0.107; number 33, H, carries 0.113; number 34, H, carries 0.098; number 35, H, carries 0.114; number 36, H, carries 0.114; number 37, H, carries 0.118; number 38, H, carries 0.099; number 39, H, carries 0.095; number 40, H, carries 0.086; number 41, H, carries 0.071; number 42, H, carries 0.076; number 43, H, carries 0.094; number 44, H, carries 0.097; number 45, H, carries 0.070; number 46, H, carries 0.083; number 47, H, carries 0.085; number 48, C, carries -0.021; number 49, C, carries -0.326; number 50, C, carries -0.088; number 51, O, carries 0.055; number 52, C, carries -0.576; number 53, O, carries 0.156; number 54, O, carries 0.085; number 55, H, carries 0.094; number 56, H, carries 0.088; number 57, H, carries 0.091; number 58, H, carries 0.157; number 59, H, carries 0.139; number 60, H, carries 0.139; number 61, C, carries -0.013; number 62, C, carries -0.307; number 63, C, carries -0.076; number 64, O, carries 0.069; number 65, C, carries -0.575; number 66, O, carries 0.151; number 67, O, carries 0.058; number 68, H, carries 0.098; number 69, H, carries 0.094; number 70, H, carries 0.054; number 71, H, carries 0.160; number 72, H, carries 0.141; number 73, H, carries 0.141; number 74, C, carries -0.020; number 75, C, carries -0.323; number 76, C, carries -0.083; number 77, O, carries 0.051; number 78, C, carries -0.568; number 79, O, carries 0.150; number 80, O, carries 0.092; number 81, H, carries 0.094; number 82, H, carries 0.087; number 83, H, carries 0.093; number 84, H, carries 0.159; number 85, H, carries 0.140; number 86, H, carries 0.142; number 87, C, carries -0.007; number 88, C, carries -0.315; number 89, C, carries -0.089; number 90, O, carries 0.062; number 91, C, carries -0.572; number 92, O, carries 0.159; number 93, O, carries 0.087; number 94, H, carries 0.094; number 95, H, carries 0.087; number 96, H, carries 0.079; number 97, H, carries 0.149; number 98, H, carries 0.128; number 99, H, carries 0.120

[2]
# C17H18N4O

One molecule with the formula C17H18N4O (the ωB97M-V functional and the def2-TZVPD basis, the OMol25 dataset).

Calculated values
LUMO level: 0.17 eV
Max |F|: 0.61 eV Å⁻¹
Calculated total energy: -952.92208 a.u.
Energy above the lowest of the compared OMol25 structures with the same formula, charge and spin: 0.432 eV
HOMO-LUMO gap: 8.49 eV
SMILES string: O=C(NCCCn1ccnc1)Nc1cccc2ccccc12

Cartesian coordinates (Å):
O1 1.3553 2.6837 0.0239
C1 0.9851 1.6954 0.6250
N1 1.7410 0.5703 0.7654
C2 2.9941 0.4333 0.0635
C3 2.8636 -0.3529 -1.2433
C4 1.9534 0.3650 -2.2464
N2 1.8853 -0.3505 -3.4902
C5 2.7879 -0.2900 -4.5143
C6 2.3603 -1.1877 -5.4491
N3 1.2255 -1.7985 -5.0205
C7 0.9714 -1.2813 -3.8510
N4 -0.2670 1.6531 1.1944
C8 -0.8260 0.7150 2.0687
C9 -0.0800 0.1443 3.0754
C10 -0.6536 -0.7776 3.9597
C11 -1.9735 -1.1127 3.8537
C12 -2.7773 -0.5413 2.8453
C13 -4.1438 -0.8694 2.7213
C14 -4.9103 -0.3279 1.7286
C15 -4.3391 0.5612 0.8071
C16 -3.0193 0.9064 0.9039
C17 -2.2038 0.3781 1.9268
H1 1.2881 -0.2745 1.0782
H2 3.3437 1.4469 -0.1453
H3 3.7113 -0.0656 0.7220
H4 3.8561 -0.4743 -1.6809
H5 2.4620 -1.3493 -1.0396
H6 0.9414 0.4480 -1.8412
H7 2.3301 1.3754 -2.4272
H8 3.6257 0.3762 -4.4937
H9 2.7924 -1.4310 -6.3988
H10 0.1333 -1.5424 -3.2350
H11 -0.8329 2.4579 0.9652
H12 0.9519 0.4331 3.2060
H13 -0.0397 -1.2063 4.7376
H14 -2.4220 -1.8149 4.5405
H15 -4.5723 -1.5624 3.4309
H16 -5.9555 -0.5849 1.6418
H17 -4.9491 0.9711 0.0159
H18 -2.5935 1.5808 0.1755

In the natural (NBO) picture, each atom carries the following charge in e: number 1, O, carries -0.659; number 2, C, carries 0.790; number 3, N, carries -0.646; number 4, C, carries -0.222; number 5, C, carries -0.409; number 6, C, carries -0.207; number 7, N, carries -0.341; number 8, C, carries -0.113; number 9, C, carries -0.095; number 10, N, carries -0.459; number 11, C, carries 0.161; number 12, N, carries -0.642; number 13, C, carries 0.158; number 14, C, carries -0.269; number 15, C, carries -0.187; number 16, C, carries -0.198; number 17, C, carries -0.071; number 18, C, carries -0.168; number 19, C, carries -0.209; number 20, C, carries -0.202; number 21, C, carries -0.215; number 22, C, carries -0.016; number 23, H, carries 0.400; number 24, H, carries 0.233; number 25, H, carries 0.200; number 26, H, carries 0.215; number 27, H, carries 0.201; number 28, H, carries 0.211; number 29, H, carries 0.221; number 30, H, carries 0.214; number 31, H, carries 0.206; number 32, H, carries 0.191; number 33, H, carries 0.414; number 34, H, carries 0.228; number 35, H, carries 0.216; number 36, H, carries 0.214; number 37, H, carries 0.212; number 38, H, carries 0.217; number 39, H, carries 0.217; number 40, H, carries 0.211

[3]
# C21H30N4O6

A 2-piece molecular cluster, C21H30N4O6 overall at a distorted geometry (the ωB97M-V functional and the def2-TZVPD basis, the OMol25 dataset).

Calculated values
LUMO level: -0.31 eV
Max |F|: 2.57 eV Å⁻¹
Calculated total energy: -1488.71120 a.u.
Energy above the lowest of the compared OMol25 structures with the same formula, charge and spin: 0.000 eV
HOMO-LUMO gap: 8.61 eV
SMILES string: O=CCCC(=O)N/N=C/c1ccccc1C(=O)O.CNC(=O)[C@H](CC(C)C)NC(C)=O

Cartesian coordinates (Å):
O1 -4.7454 -1.7524 -2.4573
C1 -3.8316 -2.1966 -1.7712
C2 -3.5514 -1.6174 -0.3901
C3 -3.3774 -0.0879 -0.4615
C4 -2.7859 0.5259 0.8036
O2 -2.1074 -0.1533 1.5689
N1 -2.9552 1.8875 0.9947
N2 -2.4926 2.5759 2.0841
C5 -2.3119 3.8679 1.9578
C6 -1.8613 4.6965 3.0918
C7 -1.9185 4.1489 4.3898
C8 -1.4980 4.8739 5.5033
C9 -0.9969 6.1621 5.3387
C10 -0.9158 6.7194 4.0611
C11 -1.3522 6.0142 2.9231
C12 -1.2288 6.6859 1.6120
O3 -2.1307 6.5919 0.7960
O4 -0.1114 7.4104 1.3803
H1 -3.2225 -3.0125 -2.1472
H2 -2.6467 -2.0894 0.0014
H3 -4.3727 -1.8713 0.2859
H4 -4.3496 0.3714 -0.6653
H5 -2.7079 0.1597 -1.2914
H6 -3.4239 2.3882 0.2424
H7 -2.4907 4.3051 0.9832
H8 -2.2984 3.1415 4.5428
H9 -1.5548 4.4306 6.4936
H10 -0.6644 6.7302 6.2027
H11 -0.5127 7.7234 3.9541
H12 -0.2283 7.7666 0.4870
C13 1.7934 -1.9798 1.2948
N3 0.6498 -1.8310 0.3968
C14 0.5003 -2.3506 -0.8264
O5 -0.5629 -2.1902 -1.4185
C15 1.6292 -3.1485 -1.5175
C16 2.3491 -2.3176 -2.6035
C17 3.2819 -1.2202 -2.0648
C18 4.5694 -1.8156 -1.4878
C19 3.6715 -0.2637 -3.1923
N4 1.0658 -4.3393 -2.1621
C20 1.7177 -5.4894 -2.3295
C21 0.9596 -6.6043 -3.0119
O6 2.8691 -5.6705 -1.9563
H13 2.6919 -1.5597 0.8428
H14 1.9577 -3.0350 1.5231
H15 1.5921 -1.4478 2.2268
H16 -0.1536 -1.3220 0.7510
H17 2.3527 -3.4740 -0.7715
H18 2.9400 -2.9821 -3.2368
H19 1.5880 -1.8573 -3.2357
H20 2.7687 -0.6458 -1.2945
H21 5.0945 -2.3872 -2.2540
H22 4.3428 -2.4767 -0.6533
H23 5.2174 -1.0150 -1.1314
H24 4.2019 -0.8065 -3.9755
H25 2.7761 0.1925 -3.6147
H26 4.3142 0.5255 -2.8020
H27 0.1152 -4.2706 -2.4906
H28 0.6761 -6.2877 -4.0133
H29 1.6038 -7.4805 -3.0748
H30 0.0717 -6.8458 -2.4313

In the natural (NBO) picture, each atom carries the following charge in e: number 1, O, carries -0.536; number 2, C, carries 0.446; number 3, C, carries -0.504; number 4, C, carries -0.492; number 5, C, carries 0.679; number 6, O, carries -0.621; number 7, N, carries -0.455; number 8, N, carries -0.197; number 9, C, carries 0.015; number 10, C, carries 0.017; number 11, C, carries -0.189; number 12, C, carries -0.191; number 13, C, carries -0.205; number 14, C, carries -0.177; number 15, C, carries -0.158; number 16, C, carries 0.773; number 17, O, carries -0.600; number 18, O, carries -0.665; number 19, H, carries 0.130; number 20, H, carries 0.246; number 21, H, carries 0.233; number 22, H, carries 0.229; number 23, H, carries 0.244; number 24, H, carries 0.374; number 25, H, carries 0.193; number 26, H, carries 0.240; number 27, H, carries 0.221; number 28, H, carries 0.220; number 29, H, carries 0.228; number 30, H, carries 0.501; number 31, C, carries -0.420; number 32, N, carries -0.607; number 33, C, carries 0.686; number 34, O, carries -0.679; number 35, C, carries -0.138; number 36, C, carries -0.392; number 37, C, carries -0.218; number 38, C, carries -0.607; number 39, C, carries -0.597; number 40, N, carries -0.607; number 41, C, carries 0.672; number 42, C, carries -0.705; number 43, O, carries -0.644; number 44, H, carries 0.200; number 45, H, carries 0.202; number 46, H, carries 0.224; number 47, H, carries 0.433; number 48, H, carries 0.229; number 49, H, carries 0.220; number 50, H, carries 0.214; number 51, H, carries 0.190; number 52, H, carries 0.211; number 53, H, carries 0.203; number 54, H, carries 0.207; number 55, H, carries 0.203; number 56, H, carries 0.207; number 57, H, carries 0.207; number 58, H, carries 0.413; number 59, H, carries 0.224; number 60, H, carries 0.243; number 61, H, carries 0.224

Q: Number 3 is which compound?
A: C21H30N4O6

Q: What is the calculated total energy in the first record?
A: -3657.33494 a.u.